# 1
The following is a DFT calculation (wB97M-V/def2-TZVPD) of a single C5H3Br2F5 molecule in a non-equilibrium geometry.

Computed properties:
structure (SMILES) = F/C(Br)=C\C[C@@](F)(Br)C(F)(F)F
Kohn-Sham gap = 10.12 eV
HOMO energy = -9.6 eV
total charge = 0

Structure (XYZ):
```
15
Properties=species:S:1:pos:R:3:forces:R:3
F -2.742453 -0.550733 -0.995922 -0.1 0.0 -0.1
C -2.302661 0.478886 -0.283093 3.7 0.0 0.5
Br -3.645100 1.649657 0.277165 -0.1 -0.1 -0.1
C -0.973204 0.666168 0.034303 -0.2 0.3 0.1
C 0.359949 -0.147931 -0.260590 0.0 -0.3 -0.1
C 1.993242 0.243231 0.040252 -3.6 0.6 -0.6
F 2.694293 -0.668886 -0.649026 0.2 -0.1 0.1
Br 2.393179 2.021220 -0.625046 -0.1 -0.2 0.1
C 2.335252 0.160824 1.525669 0.1 0.0 0.5
F 2.281455 -1.103054 1.956447 -0.1 -0.2 -0.2
F 3.554114 0.622226 1.792827 0.2 0.0 -0.1
F 1.463552 0.868691 2.252182 -0.1 0.1 -0.2
H -0.793237 1.549086 0.635683 -0.2 0.1 0.0
H 0.378545 -0.347000 -1.336022 0.2 -0.1 0.1
H 0.261375 -1.115416 0.243865 0.1 0.0 -0.1
```
Forces are in eV/Å.

natural (NBO) atomic charge list, values in e, 4 entries:
1. F -0.314
2. C 0.285
3. Br 0.095
4. C -0.294



# 2
The following is a DFT calculation (wB97M-V/def2-TZVPD) of a molecular structure, C7H10N3OS in a non-equilibrium geometry.

Computed properties:
energy above the lowest of the compared OMol25 structures with the same formula, charge and spin = 666.7 kJ/mol
Kohn-Sham gap (spin up / spin down) = 7.28 / 7.52 eV
HOMO energy (spin up / spin down) = -12.6 / -12.5 eV
total charge = +1

Structure (XYZ):
```
22
Properties=species:S:1:pos:R:3:forces:R:3
C -0.858181 -0.194024 -0.338568 -0.1 0.1 0.1
C -2.284185 -0.341396 -0.306622 0.9 -0.4 -0.3
C 2.388645 -1.292330 0.294140 0.0 -0.1 0.0
C 1.011922 2.290852 1.361445 -0.4 -0.3 -0.3
C 1.089067 -1.499436 0.393073 -0.1 -0.1 0.0
C 0.656652 1.687098 0.222608 1.7 0.8 0.1
C 0.111473 -1.262382 -0.730707 0.3 -0.1 -0.1
N -2.183317 1.716043 0.594168 4.3 0.2 -0.4
N -0.485921 0.953406 0.134491 -5.2 1.0 1.0
N -3.031463 -1.400958 -0.662212 -0.1 0.4 0.2
O -2.859138 0.722257 0.207596 -1.1 -1.4 -0.4
S 1.543073 1.786500 -1.318499 -0.4 -0.2 -0.2
H 3.043712 -1.487324 1.124465 0.1 0.0 0.2
H 2.848706 -0.946292 -0.616085 0.0 0.1 -0.2
H 1.916184 2.863578 1.442839 0.2 0.1 -0.1
H 0.388474 2.206458 2.233599 -0.1 -0.1 0.2
H 0.656350 -1.853684 1.317920 0.0 -0.1 0.2
H -0.427168 -2.181404 -0.962182 0.0 0.0 -0.1
H 0.658619 -0.934702 -1.618427 -0.1 -0.1 -0.1
H -2.651835 -2.120014 -1.254470 0.1 0.1 0.0
H -4.034368 -1.293848 -0.648428 0.0 -0.1 0.0
H 2.502690 2.581606 -0.870146 0.3 0.2 0.2
```
Forces are in eV/Å.

natural (NBO) atomic charge list, values in e, 4 entries:
1. C 0.208
2. C 0.494
3. C -0.328
4. C -0.305



# 3
The following is a DFT calculation (wB97M-V/def2-TZVPD) of a single C5H10O molecule in a non-equilibrium geometry.

Computed properties:
structure (SMILES) = CC(=O)C(C)C
energy above the lowest of the compared OMol25 structures with the same formula, charge and spin = 85.1 kJ/mol
Kohn-Sham gap = 10.20 eV
HOMO energy = -9.3 eV
total charge = 0

Structure (XYZ):
```
16
Properties=species:S:1:pos:R:3:forces:R:3
C -0.544767 1.019264 -2.078549 0.2 -0.3 0.2
C -0.413072 0.792756 -0.538587 -1.4 -2.0 0.9
O -1.391000 1.010891 0.133329 -1.0 1.8 -0.1
C 0.462294 -0.222926 0.273877 0.6 0.1 -0.7
C -0.334990 -1.517315 0.617741 0.1 0.1 -0.3
C 1.007427 0.375935 1.581117 0.1 0.1 -0.2
H -0.267066 1.980576 -2.541024 0.2 -0.2 0.8
H -0.009780 0.239606 -2.623905 0.1 0.0 0.1
H -1.621333 0.892595 -2.263566 0.4 0.0 0.1
H 1.264531 -0.506966 -0.391563 0.7 -0.3 0.0
H -0.893779 -1.898102 -0.242620 0.1 0.0 0.0
H -1.050143 -1.393540 1.444444 0.3 0.3 -0.3
H 0.376715 -2.297781 0.924246 -0.1 0.2 -0.1
H 0.204675 0.639829 2.282852 0.1 -0.1 -0.4
H 1.592966 1.276576 1.383568 0.0 0.0 0.1
H 1.650136 -0.356373 2.088373 -0.1 0.2 -0.2
```
Forces are in eV/Å.

natural (NBO) atomic charge list, values in e, 4 entries:
1. C -0.718
2. C 0.585
3. O -0.551
4. C -0.288



# 4
The following is a DFT calculation (wB97M-V/def2-TZVPD) of 12 unconnected molecules or ions with the total composition C6H39N2O11 in a non-equilibrium geometry.

Computed properties:
energy above the lowest of the compared OMol25 structures with the same formula, charge and spin = 414.4 kJ/mol
Kohn-Sham gap = 8.96 eV
HOMO energy = -11.4 eV
total charge = +1

Structure (XYZ):
```
58
Properties=species:S:1:pos:R:3:forces:R:3
C -1.059079 -0.510162 0.301836 -1.2 0.2 -0.9
N -2.015827 -1.331698 -0.538468 2.5 0.6 0.0
C -3.169836 -0.522540 -1.053442 0.0 -2.0 2.0
C -4.405833 -1.269059 -0.511772 0.3 0.0 0.4
C -1.296878 -0.552526 1.841079 -0.6 1.0 -4.6
N -0.776012 -1.910315 2.159807 -0.1 1.2 2.2
C -1.136490 -2.252350 3.579806 1.2 -2.0 -0.1
C -0.625480 0.696710 2.397617 -0.3 -2.2 4.6
H -0.045902 -0.864255 0.095267 0.1 -0.3 0.2
H -1.009043 0.516633 -0.075585 -0.3 0.0 0.3
H -1.320121 -1.656999 -1.240638 -1.5 0.2 -0.1
H -3.114287 0.408645 -0.506354 -0.1 0.6 -0.3
H -3.186414 -0.373909 -2.102942 0.3 0.2 -1.0
H -4.620331 -2.280722 -0.857203 0.1 0.3 -0.9
H -5.301409 -0.663618 -0.483143 -0.3 0.1 -0.2
H -4.124084 -1.516263 0.501647 -0.2 0.3 0.7
H -2.365249 -0.620233 2.052032 0.1 0.3 0.0
H -1.213128 -2.548659 1.470191 0.5 0.0 0.1
H 0.271684 -1.921449 2.072585 -1.0 -0.1 0.0
H -0.839912 -1.477955 4.286865 0.1 -0.1 -0.3
H -0.571399 -3.190005 3.748833 -0.2 0.6 0.5
H -2.171489 -2.539947 3.733438 -0.2 0.5 -0.5
H 0.414248 0.422539 2.498112 0.5 0.7 -0.4
H -0.990634 0.531300 3.472302 0.7 1.2 -0.8
H -0.808896 1.761256 2.195431 -0.4 -1.0 -0.9
H 0.560891 -0.282112 -3.541807 0.4 0.2 0.4
H 0.984089 -0.422368 -1.988501 0.3 0.2 -0.5
O 0.346855 -0.637429 -2.673044 -0.9 -0.1 -0.2
H -4.153639 1.651351 2.107689 -0.2 0.2 0.3
H -3.894474 1.905695 3.633604 -0.2 0.0 -0.4
O -3.618560 1.391929 2.863565 0.3 -0.2 0.1
H 5.053654 1.735746 0.492636 0.1 -0.2 0.2
H 5.116234 1.784706 -0.998123 0.1 -0.3 -0.1
O 5.284423 1.180787 -0.260824 0.1 0.8 -0.1
H 3.688474 2.941016 -2.427057 -0.6 -0.5 -0.3
H 3.838320 1.993440 -3.647878 0.0 0.0 0.1
O 3.477567 2.040550 -2.755647 0.4 0.2 0.3
H 0.737181 -3.503568 -0.055774 -0.6 -0.4 -0.1
H -0.450119 -4.422289 -0.397879 0.0 0.1 0.1
O -0.087710 -3.889466 0.318063 0.2 0.0 0.2
H 2.034241 5.130132 -1.747896 -0.1 0.0 -0.1
H 1.548898 3.994411 -2.703077 0.0 0.5 0.3
O 2.108650 4.187716 -1.924828 0.3 0.0 -0.1
H 2.232373 -1.000506 1.273946 -0.1 -0.3 0.7
H 2.549252 -0.442778 2.608889 -0.1 -0.2 0.4
O 1.985521 -1.125704 2.220940 0.7 0.3 -1.3
H 2.378170 -2.790937 -1.760124 -1.1 -0.5 -0.1
H 2.170359 -1.891636 -0.675482 -0.9 -0.1 -0.1
O 1.622239 -2.548011 -1.180241 2.2 0.4 0.1
H 0.836854 2.412911 -1.555380 0.2 0.5 0.3
H -0.065830 3.193906 -0.557380 0.4 0.1 -0.3
O 0.071731 2.341979 -0.980291 -0.5 -0.9 0.4
H 4.019988 -1.191494 -1.033384 0.4 0.3 0.1
H 3.222528 0.120387 -1.204785 0.4 0.1 0.1
O 3.394781 -0.608441 -0.589840 -0.9 -0.4 0.0
H -0.969476 4.108692 -3.285222 0.1 0.0 0.0
H -0.386257 2.697207 -3.201843 -0.2 0.1 0.1
O -0.155408 3.609763 -3.410329 0.0 0.0 -0.5
```
Forces are in eV/Å.

natural (NBO) atomic charge list, values in e, 4 entries:
1. C -0.245
2. N -0.672
3. C -0.217
4. C -0.611



# 5
The following is a DFT calculation (wB97M-V/def2-TZVPD) of a molecular structure, C7H13MoN2O5S4Si in a non-equilibrium geometry.

Computed properties:
energy above the lowest of the compared OMol25 structures with the same formula, charge and spin = 83.1 kJ/mol
Kohn-Sham gap = 5.50 eV
HOMO energy = -12.0 eV
total charge = +1

Structure (XYZ):
```
33
Properties=species:S:1:pos:R:3:forces:R:3
Mo -0.468771 0.571011 -0.660034 -1.4 1.0 0.0
O 3.022571 2.208321 -1.764679 -0.1 -0.2 0.0
C 1.946931 1.962477 -1.343795 -0.1 1.1 0.2
O 1.367726 0.759088 -1.214851 0.0 -0.9 -0.3
C 0.923536 3.013236 -0.777196 0.9 -0.1 0.1
O 1.194137 4.075032 -0.321337 -0.1 0.0 -0.2
O -0.264841 2.412544 -0.760565 -0.1 2.5 0.0
S -4.855806 0.271869 -1.952820 0.2 0.1 0.2
C -3.382405 0.516652 -1.384926 -0.3 0.0 -0.9
S -2.817284 0.814017 0.207169 0.8 -0.1 0.2
S -1.904887 0.469365 -2.468935 -0.3 0.0 0.7
C 2.107468 -2.409039 -0.553504 -0.4 -0.2 0.0
Si 0.265783 -2.730881 -0.385194 0.5 -0.7 0.0
C -0.583019 -3.378557 -1.925875 0.2 0.1 0.5
C -0.222281 -3.415980 1.284759 0.0 0.1 -0.4
O -0.334671 -1.105005 -0.353151 0.7 -2.2 0.6
H 2.677129 -3.336386 -0.632167 0.0 0.0 0.0
H 2.476259 -1.860930 0.315935 0.0 0.0 0.0
H 2.318776 -1.811468 -1.440037 0.0 0.0 0.0
H -0.301914 -4.412786 -2.130222 0.0 0.0 0.0
H -0.294795 -2.775926 -2.788915 0.0 0.0 0.0
H -1.669277 -3.338764 -1.829309 0.0 0.0 0.0
H 0.095155 -4.455599 1.381652 0.0 0.0 0.0
H -1.299966 -3.374591 1.448838 0.0 0.0 -0.1
H 0.261905 -2.843066 2.077841 0.0 0.0 0.0
N 0.988537 3.244278 2.761971 0.1 0.1 0.1
C -0.012892 2.632575 2.159493 -0.3 0.0 -0.1
N -1.111632 3.289123 1.852135 0.1 0.1 0.2
S 0.150882 0.925048 1.858907 -0.5 -0.3 -0.7
H 0.968291 4.233952 2.956339 0.0 0.0 0.1
H 1.839563 2.745074 2.958613 0.0 0.0 -0.1
H -1.183303 4.285431 1.994173 0.0 0.0 -0.1
H -1.896904 2.819897 1.429680 0.0 -0.1 -0.1
```
Forces are in eV/Å.

natural (NBO) atomic charge list, values in e, 4 entries:
1. Mo 1.337
2. O -0.429
3. C 0.671
4. O -0.641



# 6
The following is a DFT calculation (wB97M-V/def2-TZVPD) of a gas-phase ion, C8H15N2 (charge +1) in a non-equilibrium geometry.

Computed properties:
structure (SMILES) = CC1=CNC(C)=[NH+]C1(C)C
energy above the lowest of the compared OMol25 structures with the same formula, charge and spin = 126.2 kJ/mol
Kohn-Sham gap = 9.35 eV
HOMO energy = -12.8 eV
total charge = +1

Structure (XYZ):
```
25
Properties=species:S:1:pos:R:3:forces:R:3
C -2.396182 1.277315 0.182629 -0.9 3.7 -0.3
C -0.967522 0.999848 0.083009 3.8 -2.8 0.3
C 0.036733 1.859332 0.300180 -2.8 1.7 0.3
N 1.377042 1.559546 0.153402 1.8 -1.0 -0.2
C 1.932301 0.323880 0.068713 -1.7 -1.5 -0.7
C 3.361218 0.160305 -0.071727 2.2 2.1 1.4
N 1.208338 -0.815452 -0.029371 -3.5 4.7 -0.2
C -0.454318 -0.596097 -0.143839 0.2 2.0 1.1
C -1.019288 -1.346141 1.071875 -1.4 3.4 -0.9
C -0.989191 -1.093081 -1.468969 0.0 -1.5 2.5
H -3.021607 0.883948 -0.572468 -0.1 -0.6 -1.6
H -3.001405 0.956317 1.022746 0.7 0.3 0.9
H -2.486825 2.464413 0.019675 -0.1 -2.6 0.7
H -0.171805 2.945260 0.601885 0.4 -1.7 -0.6
H 1.958900 2.388746 -0.033693 0.0 -1.1 0.4
H 3.966032 0.236478 0.868707 -0.9 -0.2 -0.4
H 3.641858 -0.709469 -0.561157 0.2 -1.9 -0.7
H 3.798752 0.949359 -0.668032 -0.1 0.5 -0.3
H 1.556755 -1.757460 -0.031183 0.5 0.0 0.0
H -0.413527 -1.200116 1.938560 0.4 -0.1 0.5
H -2.023860 -0.835855 1.255207 1.2 -1.2 0.0
H -1.156610 -2.312451 0.767675 -0.4 -2.8 -0.1
H -0.966957 -0.514170 -2.296798 1.1 2.5 -2.4
H -0.494946 -2.010461 -1.676872 0.1 -1.1 -0.4
H -2.054254 -1.227120 -1.401394 -0.5 -0.7 0.6
```
Forces are in eV/Å.

natural (NBO) atomic charge list, values in e, 4 entries:
1. C -0.682
2. C 0.019
3. C -0.055
4. N -0.544